Molecular formula: C7H11I2N2O5SY
Method: DFT, the ωB97M-V functional and the def2-TZVPD basis

```
29
Properties=species:S:1:pos:R:3:forces:R:3:lowdin_charge:R:1
C 0.223 -2.471 -2.669 0.92 -1.51 0.12 -0.059
I 3.921 -0.816 0.262 1.85 -0.45 -0.22 -0.060
H 1.300 -2.237 -2.502 -0.79 -0.31 -0.01 0.060
H 0.094 -2.734 -3.742 -0.17 0.79 0.38 0.078
H -0.057 -3.413 -2.152 0.50 0.45 -0.03 0.081
C -1.446 1.889 -2.793 0.50 0.41 -1.12 -0.143
C -0.322 0.043 -1.980 0.70 -2.80 1.83 -0.304
N -1.428 0.945 -1.808 -1.74 0.09 0.79 -0.140
H -0.078 2.178 -4.467 0.17 0.28 -0.46 0.073
I 1.361 2.863 0.114 0.11 -0.08 0.15 -0.194
N 0.326 0.605 -3.083 2.00 0.10 -2.12 -0.183
H -2.222 2.650 -2.867 0.25 -0.34 0.04 0.093
Y 1.254 -0.174 0.394 -2.51 0.76 -0.59 0.617
C -0.694 -1.444 -2.103 -1.92 3.27 0.34 -0.460
O -1.798 -1.734 -1.639 0.31 -1.08 -0.34 -0.004
C -0.382 1.670 -3.582 -0.55 0.73 -0.10 -0.141
C 1.718 0.422 -3.409 -0.51 0.24 0.25 -0.088
H 2.398 0.857 -2.652 -0.05 -0.01 -0.08 0.050
H 1.875 0.902 -4.378 0.27 -0.01 0.08 0.074
H 1.951 -0.638 -3.509 0.17 0.03 -0.08 0.050
C -2.208 1.268 -0.651 -0.02 -0.10 0.81 -0.117
H -3.217 1.590 -0.935 0.08 0.03 -0.29 0.073
H -1.759 2.082 -0.056 -0.01 -0.03 -0.04 0.036
H -2.327 0.418 0.003 0.00 -0.13 -0.09 0.044
O 0.746 -1.049 2.465 -1.02 -1.24 -0.32 -0.519
S -0.344 -1.850 1.672 1.38 2.64 -1.88 0.335
O -1.171 -2.745 2.405 -0.12 -0.39 0.56 -0.307
O -1.038 -0.690 0.959 0.44 -1.19 1.40 -0.473
O 0.471 -2.441 0.529 -0.22 -0.17 1.04 -0.470
```
Forces are in eV/Å.

Values from the calculation:
E_tot (a.u.): -1791.1514
Kohn-Sham gap (hartree): 0.135
Total charge: -2
Relative energy (zero: lowest compared OMol25 entry of this formula, charge and spin) (eV): 0.000
LUMO level (eV): 4.54

---

Molecular formula: C7H11IN3O
Method: DFT, the ωB97M-V functional and the def2-TZVPD basis

```
23
Properties=species:S:1:pos:R:3:forces:R:3:lowdin_charge:R:1
C 1.273 -0.700 1.558 -2.46 -2.80 -0.59 0.010
C 0.796 -2.021 1.635 -1.10 0.64 -1.69 -0.009
C 0.329 -0.032 0.799 -1.45 -1.16 -0.41 -0.247
C -1.121 1.590 -0.313 1.65 1.24 2.49 -0.102
C -2.040 -1.780 -1.457 6.49 0.78 0.25 0.036
C 0.983 2.317 1.123 -3.58 -3.14 -2.63 0.227
C -1.735 -0.615 -0.550 -0.67 -1.91 2.01 -0.293
N -0.358 -2.141 0.858 0.66 -0.46 1.27 0.140
N -0.675 -0.954 0.449 2.65 0.77 -0.66 -0.015
N 0.101 1.238 0.514 3.07 4.51 2.23 0.014
O -1.336 0.551 -1.180 -0.59 0.94 -0.32 0.037
I 4.036 0.477 -0.648 0.61 0.19 -0.54 0.427
H 2.074 -0.335 2.045 2.54 1.29 1.47 0.070
H 1.172 -2.932 2.098 0.03 0.56 -0.09 0.127
H -0.781 2.572 -0.662 -0.60 -0.67 -1.47 0.150
H -1.809 1.879 0.505 -0.94 -0.93 -0.79 0.166
H -2.658 -2.461 -1.075 -2.26 -2.64 1.95 0.051
H -1.029 -2.278 -1.771 -1.83 0.69 0.69 0.149
H -2.419 -1.453 -2.317 -1.77 1.63 -3.50 0.050
H 0.534 3.323 1.214 0.65 -0.80 -0.32 0.106
H 1.991 1.953 1.176 0.32 0.40 0.64 0.013
H -2.554 -0.547 0.167 -0.77 1.10 -0.53 0.170
H 5.221 1.080 -1.629 -0.65 -0.25 0.54 -0.277
```
Forces are in eV/Å.

Values from the calculation:
E_tot (a.u.): -810.1211
Kohn-Sham gap (alpha / beta) (hartree): 0.297 / 0.253
Total charge: +1
Relative energy (zero: lowest compared OMol25 entry of this formula, charge and spin) (eV): 2.423
LUMO level (alpha / beta) (eV): -5.01 / -6.19

---

Molecular formula: C7H11N
Method: DFT, the ωB97M-V functional and the def2-TZVPD basis

```
19
Properties=species:S:1:pos:R:3:forces:R:3:lowdin_charge:R:1
C 0.479 0.173 0.452 -1.85 -0.21 -1.22 -0.438
C -0.766 0.485 -0.764 0.93 1.01 -0.16 -0.183
C 0.732 0.370 -0.993 -0.23 0.06 0.21 -0.057
C -0.342 -0.932 0.752 1.38 -0.38 0.77 0.018
C 0.846 1.214 1.451 -0.07 -0.17 0.00 -0.019
C -1.709 -0.280 -1.657 -0.10 -0.40 0.36 -0.075
C 1.447 -2.013 1.552 0.15 0.43 -0.19 -0.265
N 2.524 -1.587 1.403 -0.47 -0.46 0.25 -0.088
H -1.138 1.471 -0.505 0.14 0.06 -0.05 0.129
H 1.279 1.267 -1.265 0.01 -0.06 0.12 0.125
H 1.040 -0.509 -1.551 -0.06 0.01 0.00 0.130
H -0.529 -1.744 0.065 0.07 0.22 -0.01 0.085
H -0.928 -0.904 1.664 0.12 -0.12 -0.09 0.104
H 0.666 2.223 1.073 0.05 -0.07 0.00 0.093
H 1.917 1.074 1.629 -0.06 0.05 0.02 0.092
H 0.327 1.068 2.399 0.00 0.04 -0.07 0.093
H -2.685 -0.412 -1.190 -0.01 -0.05 -0.08 0.083
H -1.312 -1.257 -1.935 -0.05 0.03 0.01 0.082
H -1.847 0.293 -2.580 0.06 0.00 0.13 0.091
```
Forces are in eV/Å.

Values from the calculation:
E_tot (a.u.): -327.9106
Kohn-Sham gap (hartree): 0.330
Relative energy (zero: lowest compared OMol25 entry of this formula, charge and spin) (eV): 4.827
LUMO level (eV): 0.27

---

Molecular formula: C7H11N
Method: DFT, the ωB97M-V functional and the def2-TZVPD basis

```
19
Properties=species:S:1:pos:R:3:forces:R:3:lowdin_charge:R:1
C 2.274 0.156 0.232 1.70 -0.63 -0.03 -0.076
C 0.718 0.338 0.267 -0.48 0.50 -3.55 -0.424
C -0.030 1.621 -0.307 -3.85 -4.38 2.37 0.044
C -1.387 1.305 -0.184 3.59 3.62 1.83 -0.042
C -1.383 0.278 0.803 -0.31 -4.77 -1.09 -0.386
C -1.370 -0.972 -0.111 1.52 -4.87 -3.74 -0.154
C 0.018 -0.699 -0.884 1.38 -3.25 1.58 -0.150
N -0.118 0.045 1.431 1.89 5.49 -0.67 0.060
H 2.450 -1.066 0.215 -0.15 3.28 0.18 0.103
H 2.804 0.599 -0.815 -1.78 -1.22 2.96 0.127
H 2.876 0.644 1.173 -1.64 -1.23 -2.33 0.102
H 0.200 2.281 -1.004 2.10 2.91 -2.92 0.047
H -2.283 1.871 -0.394 0.23 0.00 -0.53 0.117
H -2.166 0.066 1.393 -2.92 0.45 2.68 0.105
H -0.973 -2.048 0.327 -1.84 2.63 0.02 0.138
H -2.251 -1.336 -0.858 1.81 1.54 1.81 0.142
H 0.641 -1.721 -1.023 -1.13 1.85 1.07 0.117
H -0.016 -0.496 -1.923 -0.29 1.56 -0.78 0.066
H -0.003 -0.863 1.663 0.19 -3.47 1.13 0.064
```
Forces are in eV/Å.

Values from the calculation:
E_tot (a.u.): -327.8813
Kohn-Sham gap (hartree): 0.346
SMILES string: C[C@@]12C=C[C@@H](CC1)N2
Relative energy (zero: lowest compared OMol25 entry of this formula, charge and spin) (eV): 5.623
LUMO level (eV): 0.99

---

Molecular formula: C7H11N
Method: DFT, the ωB97M-V functional and the def2-TZVPD basis

```
19
Properties=species:S:1:pos:R:3:forces:R:3:lowdin_charge:R:1
C 2.615 -0.393 0.484 -0.04 -0.23 0.33 -0.026
C -1.427 1.450 -0.737 0.10 -0.18 -0.19 -0.059
C 0.213 -0.897 -0.414 -0.72 0.40 0.61 -0.127
C 1.147 -0.230 0.323 0.32 0.05 -0.74 -0.347
C -0.985 0.482 0.353 1.56 0.74 -0.20 -0.406
C -0.073 -1.809 -1.327 -0.22 -0.74 -0.35 0.021
C -1.961 0.036 1.226 0.06 -0.50 0.19 0.052
N 0.416 0.766 0.897 -0.74 0.41 0.60 0.066
H 0.802 1.711 0.952 -0.37 -0.12 -0.02 0.133
H 2.870 -0.628 1.523 0.06 0.03 -0.05 0.080
H 3.133 0.537 0.226 -0.04 -0.05 -0.04 0.081
H 2.993 -1.195 -0.153 -0.06 0.11 0.04 0.080
H -1.964 0.919 -1.526 0.02 0.03 0.04 0.078
H -2.094 2.216 -0.334 0.04 -0.05 0.05 0.075
H -0.580 1.959 -1.203 -0.01 -0.15 0.03 0.077
H -1.084 -2.196 -1.402 0.03 -0.04 -0.03 0.052
H 0.691 -2.289 -1.930 -0.01 0.21 -0.26 0.052
H -1.704 -0.633 2.038 -0.03 0.23 0.13 0.061
H -3.008 0.193 1.005 0.03 -0.14 -0.14 0.056
```
Forces are in eV/Å.

Values from the calculation:
E_tot (a.u.): -327.8945
Kohn-Sham gap (alpha / beta) (hartree): 0.227 / 0.279
Relative energy (zero: lowest compared OMol25 entry of this formula, charge and spin) (eV): 5.265
LUMO level (alpha / beta) (eV): -0.07 / 0.41

---

Molecular formula: C7H11N
Method: DFT, the ωB97M-V functional and the def2-TZVPD basis

```
19
Properties=species:S:1:pos:R:3:forces:R:3:lowdin_charge:R:1
C -1.261 1.064 -0.790 3.14 0.68 -1.52 -0.037
C -0.978 0.033 0.320 2.64 1.57 0.31 -0.480
C 0.177 0.556 1.204 -2.08 3.18 0.72 -0.116
C 1.137 0.648 0.151 7.29 -0.67 -4.37 -0.264
C 2.114 -0.512 -0.188 -2.89 -0.96 3.89 -0.106
N 0.902 -0.507 -0.950 2.51 4.27 -2.90 -0.007
C -0.146 -1.024 -0.302 -4.28 -4.10 2.16 -0.306
C -1.774 -1.125 0.206 -1.24 0.35 -5.72 0.072
H -0.501 1.956 -0.646 -1.97 -1.57 -0.37 0.099
H -0.900 0.648 -1.911 -1.80 1.02 3.01 0.166
H -2.257 1.400 -0.591 -0.71 0.38 -0.85 0.066
H 0.160 1.734 1.284 -0.76 -1.96 1.93 0.148
H 0.424 -0.129 2.018 -0.06 0.73 0.26 0.129
H 1.643 1.594 -0.270 -1.58 -1.26 0.85 0.157
H 2.996 -0.306 -0.625 2.55 0.90 -2.11 0.058
H 2.325 -1.260 0.629 -0.85 0.38 -0.78 0.129
H 0.259 -1.799 0.286 -0.11 -0.77 1.89 0.102
H -1.809 -1.919 0.844 -0.29 -1.87 1.68 0.066
H -2.511 -1.052 -0.670 0.50 -0.30 1.93 0.126
```
Forces are in eV/Å.

Values from the calculation:
E_tot (a.u.): -327.7748
Kohn-Sham gap (hartree): 0.299
SMILES string: C[C@]12C[C@H]3CN3[C@@H]1C2
Relative energy (zero: lowest compared OMol25 entry of this formula, charge and spin) (eV): 8.523
LUMO level (eV): 1.02

---

What did the fifth record say?
Molecular formula: C7H11N
Method: DFT, the ωB97M-V functional and the def2-TZVPD basis

```
19
Properties=species:S:1:pos:R:3:forces:R:3:lowdin_charge:R:1
C 2.615 -0.393 0.484 -0.04 -0.23 0.33 -0.026
C -1.427 1.450 -0.737 0.10 -0.18 -0.19 -0.059
C 0.213 -0.897 -0.414 -0.72 0.40 0.61 -0.127
C 1.147 -0.230 0.323 0.32 0.05 -0.74 -0.347
C -0.985 0.482 0.353 1.56 0.74 -0.20 -0.406
C -0.073 -1.809 -1.327 -0.22 -0.74 -0.35 0.021
C -1.961 0.036 1.226 0.06 -0.50 0.19 0.052
N 0.416 0.766 0.897 -0.74 0.41 0.60 0.066
H 0.802 1.711 0.952 -0.37 -0.12 -0.02 0.133
H 2.870 -0.628 1.523 0.06 0.03 -0.05 0.080
H 3.133 0.537 0.226 -0.04 -0.05 -0.04 0.081
H 2.993 -1.195 -0.153 -0.06 0.11 0.04 0.080
H -1.964 0.919 -1.526 0.02 0.03 0.04 0.078
H -2.094 2.216 -0.334 0.04 -0.05 0.05 0.075
H -0.580 1.959 -1.203 -0.01 -0.15 0.03 0.077
H -1.084 -2.196 -1.402 0.03 -0.04 -0.03 0.052
H 0.691 -2.289 -1.930 -0.01 0.21 -0.26 0.052
H -1.704 -0.633 2.038 -0.03 0.23 0.13 0.061
H -3.008 0.193 1.005 0.03 -0.14 -0.14 0.056
```
Forces are in eV/Å.

Values from the calculation:
E_tot (a.u.): -327.8945
Kohn-Sham gap (alpha / beta) (hartree): 0.227 / 0.279
Relative energy (zero: lowest compared OMol25 entry of this formula, charge and spin) (eV): 5.265
LUMO level (alpha / beta) (eV): -0.07 / 0.41